[1]
C22H24F6N5PPt | ωB97M-V/def2-TZVPD

Element x y z (Å)
Pt (-2.09951, -0.07152, 1.45376)
C (4.46856, 0.49067, 3.51117)
C (3.98298, 1.30505, 2.29782)
C (4.12772, 2.81028, 2.58757)
C (4.82606, 0.94226, 1.07627)
C (2.51373, 1.00428, 2.08425)
C (1.58056, 1.26414, 3.09594)
C (0.24603, 0.98965, 2.91040)
N (-0.19408, 0.47613, 1.75479)
C (0.67223, 0.19713, 0.75853)
C (2.01619, 0.45429, 0.89546)
C (0.01467, -0.40026, -0.40553)
C (0.60536, -0.80198, -1.58231)
C (-0.14791, -1.38251, -2.60866)
C (-1.52552, -1.53237, -2.38118)
C (-2.09631, -1.12575, -1.20311)
N (-1.32091, -0.56259, -0.25891)
C (0.46634, -1.84398, -3.91276)
C (-0.21238, -1.07392, -5.06122)
C (0.19316, -3.35275, -4.06203)
C (1.97327, -1.59610, -3.95791)
H (5.52536, 0.69958, 3.67370)
H (4.35935, -0.58174, 3.34301)
H (3.93920, 0.75591, 4.42677)
H (5.18107, 3.03771, 2.74755)
H (3.58883, 3.11214, 3.48622)
H (3.77731, 3.41480, 1.74941)
H (5.86830, 1.17976, 1.28296)
H (4.53780, 1.51524, 0.19177)
H (4.78164, -0.12517, 0.84807)
H (1.89120, 1.67968, 4.04390)
H (-0.48972, 1.17226, 3.68460)
H (2.68797, 0.22104, 0.08285)
H (1.67073, -0.66717, -1.69671)
H (-2.16813, -1.97732, -3.12742)
H (-3.14842, -1.23279, -0.97793)
H (-1.28503, -1.26405, -5.11148)
H (0.22084, -1.40146, -6.00558)
H (-0.05016, 0.00148, -4.97311)
H (-0.87278, -3.57960, -4.09932)
H (0.64472, -3.92376, -3.24951)
H (0.63224, -3.69580, -4.99815)
H (2.21873, -0.53421, -3.88317)
H (2.35972, -1.94508, -4.91404)
H (2.50465, -2.14773, -3.17909)
F (-1.64253, -1.76085, 2.13047)
P (-7.67597, -3.13137, 3.09365)
F (-8.05623, -1.96649, 2.25122)
F (-8.89453, -3.85307, 3.53154)
F (-6.81047, -4.04276, 2.29950)
F (-3.94299, -0.60769, 1.46276)
F (-6.92291, -2.64886, 4.28073)
N (-2.66555, 1.75751, 0.81950)
C (-3.04719, 2.78548, 0.48572)
C (-3.51621, 4.05778, 0.07333)
C (-4.89485, 4.30202, 0.14013)
N (-6.03969, 4.45236, 0.19761)
C (-2.57572, 4.99360, -0.37899)
N (-1.78079, 5.75847, -0.72484)

Forces on atoms 1 to 3 (eV/Å):
0.041 -0.023 0.063
0.001 0.000 0.000
0.001 -0.001 -0.002

Properties
total charge = +3
gap between HOMO and LUMO (alpha / beta) = 6.76 / 6.39 eV
energy = -59466.979 eV
relative energy (zero: lowest compared OMol25 entry of this formula, charge and spin) = 0.00 kcal/mol
multiplicity = 2
LUMO energy (alpha / beta) = -11.319 / -11.688 eV

natural (NBO) population analysis, charges in e, atoms 1 to 5: 1.71 -0.60 -0.11 -0.60 -0.62



[2]
C22H24F7NO23 | ωB97M-V/def2-TZVPD

Element x y z (Å)
O (0.02951, -0.62251, 3.09772)
C (0.09012, -0.38645, 1.92582)
O (0.51284, 0.79297, 1.45983)
C (0.42807, 0.75365, 0.00531)
C (-0.33576, -0.51207, -0.33476)
F (0.45849, -1.25606, -1.14286)
O (-0.29364, -1.18878, 0.93088)
H (-0.03315, 1.71737, -0.21059)
H (1.41965, 0.67384, -0.44022)
H (-1.33774, -0.58011, -0.75842)
O (3.18778, -5.54490, -2.63921)
C (2.40276, -5.43224, -1.74905)
O (2.36449, -4.37425, -0.89964)
C (1.33707, -4.46870, -0.02616)
C (1.15165, -5.93929, -0.11829)
F (-0.17445, -6.07280, 0.03393)
O (1.47892, -6.24118, -1.41809)
H (1.57254, -4.02444, 0.94094)
H (0.52371, -3.87872, -0.44861)
H (1.61786, -6.45018, 0.72418)
O (7.09530, 0.95944, -2.01129)
C (6.20983, 1.62677, -1.46995)
O (4.95327, 1.16746, -1.36400)
C (4.09516, 1.97163, -0.59455)
C (5.14294, 2.94975, 0.00060)
F (5.27392, 2.69478, 1.28467)
O (6.32751, 2.73746, -0.78585)
H (3.52039, 2.51343, -1.34568)
H (3.41073, 1.55394, 0.14382)
H (4.68109, 3.93697, 0.01432)
O (1.82632, 4.49475, -2.84399)
C (0.61352, 4.61309, -2.68566)
O (-0.29121, 3.64535, -2.30753)
C (-1.33746, 4.29666, -1.72015)
C (-1.36422, 5.62828, -2.47379)
F (-1.71399, 6.53456, -1.56433)
O (0.02282, 5.78185, -2.73846)
H (-2.22127, 3.66035, -1.76579)
H (-1.17974, 4.46312, -0.65455)
H (-2.10257, 5.43052, -3.25086)
O (-3.61864, -0.32876, -3.60359)
C (-2.50592, 0.03330, -3.95904)
O (-1.54520, -0.73980, -4.40921)
C (-0.42433, -0.03366, -4.55844)
C (-0.90192, 1.37089, -4.72601)
F (-1.19494, 1.61742, -6.02150)
O (-2.08058, 1.33125, -3.97936)
H (0.14255, -0.25536, -3.65423)
H (0.10896, -0.36496, -5.44948)
H (-0.14665, 2.08780, -4.40399)
O (-3.05972, 1.23554, -0.84599)
C (-4.10234, 0.92063, -0.39463)
O (-5.27643, 1.44331, -0.78875)
C (-6.34376, 0.93622, -0.01085)
C (-5.82644, -0.44917, 0.34982)
F (-6.08864, -1.31927, -0.55318)
O (-4.38991, -0.22102, 0.41453)
H (-6.30444, 1.55117, 0.88826)
H (-7.32372, 0.99819, -0.48407)
H (-6.07224, -0.85764, 1.33004)
O (0.59359, -6.04642, 3.36854)
C (-0.11531, -5.21688, 3.84800)
O (-1.36083, -5.48803, 4.38008)
C (-1.73904, -4.43380, 5.19527)
C (-1.10727, -3.25810, 4.47854)
F (-0.85701, -2.24832, 5.32113)
O (0.11471, -3.82395, 3.99084)
H (-2.82153, -4.34393, 5.28603)
H (-1.25555, -4.53170, 6.16726)
H (-1.72733, -2.96463, 3.63148)
C (2.79512, 2.46399, 3.47852)
N (2.31830, 1.95550, 4.77339)
O (3.12520, 1.43051, 5.51695)
O (1.16677, 2.16767, 5.03213)
H (2.34221, 1.76597, 2.77443)
H (3.87692, 2.59740, 3.47539)
H (2.24249, 3.39358, 3.34233)

Forces on atoms 1 to 3 (eV/Å):
0.078 -0.382 -0.942
-0.152 0.335 1.865
0.359 -0.131 -1.397

Properties
total charge = 0
gap between HOMO and LUMO = 10.90 eV
energy = -90802.996 eV
relative energy (zero: lowest compared OMol25 entry of this formula, charge and spin) = 80.17 kcal/mol
LUMO energy = -0.123 eV
SMILES string = O=C1OC[C@@H](F)O1.O=C1OC[C@@H](F)O1.O=C1OC[C@@H](F)O1.O=C1OC[C@@H](F)O1.O=C1OC[C@@H](F)O1.O=C1OC[C@@H](F)O1.O=C1OC[C@@H](F)O1.C[N+](=O)[O-]

Mulliken population analysis, charges in e, atoms 1 to 5: -0.50 0.59 -0.36 0.40 0.59



[3]
C22H24FN3O3S | ωB97M-V/def2-TZVPD

Element x y z (Å)
C (3.70092, -2.13808, -4.83153)
C (2.22920, -2.15151, -4.43691)
N (1.97932, -1.28110, -3.30953)
C (1.59819, 0.02456, -3.41924)
O (1.35711, 0.61500, -4.44133)
C (1.48871, 0.55055, -1.99340)
C (0.07760, 1.09104, -1.74681)
C (0.02108, 1.91646, -0.46393)
O (1.00233, 2.45851, -0.00164)
N (-1.22581, 1.96406, 0.06611)
C (-1.66748, 2.61851, 1.22687)
C (-3.00282, 2.47543, 1.58351)
C (-3.50772, 3.08545, 2.71756)
C (-2.67346, 3.85516, 3.52098)
O (-3.05736, 4.49731, 4.65854)
C (-4.39777, 4.39158, 5.07113)
C (-1.33277, 3.99794, 3.15971)
C (-0.83121, 3.39062, 2.02978)
N (1.83806, -0.60680, -1.20222)
C (2.11100, -0.55623, 0.21192)
C (0.89711, -0.91205, 1.08883)
C (0.44046, -2.32173, 0.85114)
C (1.10362, -3.39983, 1.42521)
C (0.72068, -4.70074, 1.15864)
C (-0.34087, -4.95520, 0.30679)
C (-1.02978, -3.90280, -0.26759)
C (-0.62811, -2.61268, 0.01661)
F (-1.32543, -1.58634, -0.54757)
C (2.16783, -1.64930, -1.99075)
S (2.72064, -3.11531, -1.51351)
H (3.85642, -2.79052, -5.68565)
H (4.31202, -2.49236, -4.00495)
H (4.01035, -1.13014, -5.09773)
H (1.60774, -1.78998, -5.25929)
H (1.92303, -3.16084, -4.15103)
H (2.19965, 1.37025, -1.81493)
H (-0.63814, 0.27064, -1.72240)
H (-0.17242, 1.74556, -2.58699)
H (-1.94920, 1.44827, -0.41716)
H (-3.66130, 1.87784, 0.96837)
H (-4.54977, 2.95087, 2.95996)
H (-4.46922, 4.96938, 5.99119)
H (-4.67587, 3.35241, 5.27547)
H (-5.08229, 4.81192, 4.32699)
H (-0.69549, 4.59835, 3.78873)
H (0.20481, 3.51071, 1.76297)
H (2.44034, 0.45638, 0.45698)
H (2.91690, -1.26856, 0.41508)
H (0.08466, -0.21302, 0.89323)
H (1.20288, -0.79513, 2.12974)
H (1.94010, -3.20740, 2.08011)
H (1.25902, -5.52040, 1.60857)
H (-0.63389, -5.97023, 0.08773)
H (-1.86359, -4.06648, -0.93237)

Forces on atoms 1 to 3 (eV/Å):
-0.185 0.015 0.078
0.161 -0.176 -0.327
-0.050 -0.056 0.099

Properties
total charge = 0
gap between HOMO and LUMO = 8.81 eV
energy = -47370.931 eV
relative energy (zero: lowest compared OMol25 entry of this formula, charge and spin) = 1.73 kcal/mol
LUMO energy = 0.612 eV
SMILES string = CCN1C(=O)[C@@H](CC(=O)Nc2ccc(OC)cc2)N(CCc2ccccc2F)C1=S

natural (NBO) population analysis, charges in e, atoms 1 to 5: -0.62 -0.22 -0.46 0.70 -0.58



[4]
C22H24N2O6 | ωB97M-V/def2-TZVPD

Element x y z (Å)
C (-2.94040, -2.30712, 0.36137)
O (-1.72082, -2.90070, -0.00523)
C (-0.56362, -2.28306, 0.36625)
C (-0.47686, -1.06914, 1.02344)
C (0.76018, -0.53522, 1.36460)
C (1.92784, -1.20848, 1.05954)
C (3.27689, -0.65257, 1.41791)
C (4.05570, -0.13908, 0.19437)
N (3.48345, 1.06315, -0.35173)
C (2.39769, 1.04945, -1.29810)
C (1.86094, 2.49516, -1.26850)
C (0.65043, 2.57632, -0.33053)
O (0.69042, 3.09015, 0.76111)
N (-0.45416, 1.99561, -0.87902)
C (-1.72922, 1.83452, -0.32551)
C (-2.03547, 2.21888, 0.97436)
C (-3.30970, 2.03099, 1.50269)
C (-4.25795, 1.45622, 0.69312)
C (-3.95557, 1.07668, -0.61600)
C (-2.70409, 1.25015, -1.14888)
O (-5.06538, 0.52944, -1.20092)
C (-6.08405, 0.58601, -0.22335)
O (-5.56858, 1.15351, 0.96025)
C (3.02865, 3.31218, -0.71634)
C (3.91464, 2.29853, -0.00941)
O (4.85504, 2.53191, 0.71332)
C (1.84506, -2.43273, 0.39457)
C (0.62461, -2.97664, 0.04173)
O (0.45204, -4.16322, -0.60702)
C (1.58891, -4.93174, -0.90632)
H (-3.02139, -2.18701, 1.44696)
H (-3.71359, -2.99122, 0.01467)
H (-3.07428, -1.33323, -0.12024)
H (-1.36890, -0.52261, 1.28423)
H (0.80045, 0.41559, 1.87374)
H (3.87701, -1.43033, 1.89494)
H (3.16577, 0.17437, 2.11984)
H (5.07356, 0.11449, 0.50352)
H (4.09250, -0.90369, -0.58706)
H (1.64348, 0.31249, -1.00668)
H (2.77305, 0.78816, -2.29878)
H (1.55673, 2.82742, -2.26369)
H (-0.35742, 1.61652, -1.81073)
H (-1.27040, 2.66979, 1.58207)
H (-3.54255, 2.32567, 2.51143)
H (-2.48380, 0.94446, -2.15897)
H (-6.91754, 1.20232, -0.59692)
H (-6.44990, -0.43215, -0.01605)
H (2.69219, 4.06151, 0.00014)
H (3.60154, 3.80845, -1.49966)
H (2.75964, -2.95933, 0.16964)
H (1.21479, -5.83352, -1.38842)
H (2.13998, -5.20842, -0.00121)
H (2.26245, -4.40889, -1.59455)

Forces on atoms 1 to 3 (eV/Å):
-0.207 0.143 0.061
0.479 -0.102 -0.038
-0.075 -0.106 -0.087

Properties
total charge = 0
gap between HOMO and LUMO = 8.47 eV
energy = -38468.732 eV
relative energy (zero: lowest compared OMol25 entry of this formula, charge and spin) = 54.02 kcal/mol
LUMO energy = 0.472 eV
SMILES string = COc1ccc(CCN2C[C@@H](C(=O)Nc3ccc4c(c3)OCO4)CC2=O)cc1OC

natural (NBO) population analysis, charges in e, atoms 1 to 5: -0.25 -0.50 0.32 -0.31 -0.24